C19H21AuN4O3S2 | the ωB97M-V functional and the def2-TZVPD basis

The geometry in XYZ format:
```
50
Properties=species:S:1:pos:R:3:forces:R:3:lowdin_charge:R:1
Au 0.736400 1.124878 -1.764974 0.54 0.52 -0.98 0.8287
S 3.102400 1.241878 -2.094974 -1.84 -0.67 -0.39 0.7248
C 3.324900 2.680478 -1.194574 -1.68 2.21 0.41 -0.7324
C 4.573800 2.839578 -0.566774 0.43 0.05 0.22 -0.2863
N 5.579500 2.940178 -0.023774 0.40 0.02 0.10 0.1870
C 2.363300 3.670078 -1.059474 2.10 -1.75 -0.17 -0.7548
S 0.792400 3.609078 -1.729874 -0.85 -2.17 -0.44 0.7331
C 2.675500 4.841078 -0.345674 0.09 0.47 0.30 -0.2885
N 2.890800 5.802378 0.241726 0.08 0.37 0.18 0.1906
C -1.708100 0.912578 5.917426 -0.24 0.00 0.18 -0.0808
O -0.737400 0.950178 4.894126 0.11 0.03 -0.22 -0.0624
C -1.132800 0.999278 3.604626 0.63 0.01 -0.51 -0.2733
C -2.477000 1.041478 3.185126 -0.47 0.02 0.13 -0.0280
C -2.764000 1.087978 1.854726 -0.14 -0.01 0.24 -0.0300
C -1.783800 1.064478 0.831326 0.26 0.07 -0.40 -0.0982
C -2.170400 1.096278 -0.541374 -0.61 -0.02 0.90 -0.3687
C -3.632600 1.147378 -0.937674 0.18 0.04 -0.03 0.0110
O -1.423100 1.051978 -1.546674 1.09 0.14 -0.78 -0.1496
C -0.401400 1.001378 1.258626 0.49 -0.20 0.21 -0.3645
O 0.611800 0.893878 0.496726 -0.28 -0.15 0.35 -0.1719
C -0.142600 1.002078 2.651426 -0.21 0.01 0.60 0.0630
H -1.146700 0.877278 6.848326 -0.06 0.00 -0.02 0.0931
H -2.338200 0.019378 5.845326 0.05 0.08 -0.03 0.0962
H -2.339300 1.807378 5.914826 0.06 -0.07 -0.03 0.0961
H -3.279100 1.046178 3.903926 -0.11 0.02 0.04 0.1001
H -3.805900 1.136378 1.593326 -0.09 -0.01 0.00 0.0952
H -4.330400 1.252378 -0.120874 -0.05 0.02 0.00 0.0588
H -3.861800 0.233778 -1.482274 -0.03 -0.07 -0.08 0.0933
H -3.759600 1.980978 -1.623674 -0.01 0.04 -0.09 0.0957
H 0.889400 0.975378 2.962126 0.13 -0.02 0.00 0.1288
C -0.437400 -1.728522 -1.254574 -0.77 -0.15 0.44 -0.1462
C -0.397300 -3.274322 -1.143974 -0.12 0.08 0.02 -0.1377
N 0.802600 -3.769722 -1.783574 -0.02 -0.68 0.04 -0.1736
C 1.962100 -3.240222 -1.095374 0.10 0.10 0.06 -0.1382
C 1.941200 -1.691422 -1.159774 0.72 -0.25 0.44 -0.1815
N 0.772400 -1.256322 -1.919274 0.03 1.64 0.19 -0.2306
C 0.824600 -1.808422 -3.267374 0.02 -0.05 -0.70 -0.1364
C 0.817200 -3.358222 -3.171574 0.01 -0.02 -0.08 -0.1428
H -0.486000 -1.262622 -0.270474 -0.01 0.05 -0.05 0.1109
H -1.294300 -1.391422 -1.838974 0.04 0.01 0.05 0.1171
H -1.263800 -3.728122 -1.630274 0.00 0.05 0.06 0.1213
H -0.387300 -3.590122 -0.099174 -0.05 0.02 -0.04 0.1239
H 2.858800 -3.640622 -1.571274 0.01 0.02 0.05 0.1220
H 1.937800 -3.589022 -0.061174 0.06 0.02 -0.05 0.1232
H 2.837400 -1.312122 -1.653174 -0.12 -0.03 0.09 0.0609
H 1.880500 -1.236922 -0.169774 0.03 0.04 -0.05 0.1161
H 1.727900 -1.445622 -3.758074 -0.01 0.06 0.01 0.1195
H -0.038500 -1.439722 -3.822674 0.03 0.05 -0.01 0.1239
H 1.701300 -3.785422 -3.644674 0.00 0.03 -0.08 0.1211
H -0.065200 -3.778722 -3.655874 0.03 0.04 -0.08 0.1208
```
Positions in Å, forces in eV/Å.

- orbital gap (eV) = 5.369
- maximum force (eV/A) = 2.8
- E_tot (a.u.) = -2113.3132